Record 1
A cluster of 7 separate species, C52H45N2O15 in total at a distorted geometry, computed with ωB97M-V/def2-TZVPD.

Values from the calculation:
E, a.u.: -3246.0903
ΔE to the lowest compared entry with this formula, charge and spin, kJ/mol: 196.8
Total charge: +1

Element x y z (Å)
O  -5.14652  -6.71922  3.88471
O  6.02607  -2.50060  5.40014
O  5.18300  -1.29368  1.12351
O  3.76996  -1.75037  -3.43268
O  -0.57671  -5.60345  6.32699
O  -4.64853  5.10311  -4.19592
O  -8.05953  -7.64638  -0.98232
O  -0.17529  5.77112  -6.43582
O  -3.80870  -4.67675  0.10849
O  4.29822  -6.36796  2.36742
O  1.40249  1.25602  0.23393
O  -0.35663  -7.41966  -4.08368
O  10.27758  0.44134  6.55651
O  0.39498  7.54561  -5.19662
O  0.06457  -3.06121  -1.09732
N  0.53689  4.60322  -2.55279
N  -5.21128  6.27660  -2.29800
C  4.65107  -4.17181  3.13333
C  -7.08653  -6.96756  -0.73217
C  -3.96623  -6.56554  5.91441
C  -0.54824  6.78267  -5.92271
C  -0.04036  3.49048  -1.73146
C  -4.79162  8.77505  -2.69002
C  -5.36229  -5.40323  -1.50725
C  1.05565  -4.47250  -2.70415
C  -4.26242  5.54273  -3.14400
C  0.38369  5.79982  -2.06587
C  -1.75073  -5.75563  4.29516
C  4.01732  -0.24751  -1.63994
C  7.66951  -0.99937  4.63321
C  -4.61284  7.55732  -1.91469
C  -0.26107  -6.42223  -3.40074
C  4.60635  -4.76733  0.67214
C  -1.15956  4.24444  -0.92381
C  7.00280  -1.82576  5.66601
C  -2.74593  5.33074  -2.76014
C  -4.13435  10.01656  -2.23761
C  -1.62176  -5.85944  5.76691
C  3.42130  0.50830  -0.71994
C  -1.34600  -6.01207  -2.48045
C  4.50029  -5.20586  2.08431
C  1.15857  -0.24845  -1.56134
C  -5.44146  -6.17237  0.90238
C  -6.50875  -6.92068  0.63059
C  -4.78739  -5.35874  -0.14392
C  -4.09550  -6.46186  4.44374
C  3.22877  -1.06106  -2.59187
C  9.30411  -0.23157  6.29200
C  -2.89854  -6.03431  3.68091
C  -1.23918  -4.91699  -1.72898
C  -2.51332  4.16093  -1.72899
C  -0.43550  5.63430  -0.74174
C  -3.15442  8.80224  -0.22280
C  -6.42960  -6.15087  -1.78099
C  4.83003  -3.49283  0.35948
C  1.94731  0.56530  -0.60995
C  -3.80556  7.58109  -0.66983
C  -0.07909  7.68965  -3.83523
C  8.63672  -1.05832  7.32405
C  8.73714  -0.25882  4.92362
C  0.94816  -5.56701  -3.45504
C  -2.81796  -6.28671  6.52854
C  4.87472  -2.89723  2.81948
C  0.92182  7.05959  -2.78763
C  7.56880  -1.79898  7.03312
C  -3.31552  10.02217  -1.02605
C  -0.03117  -4.06282  -1.78361
C  1.75362  -1.00408  -2.48121
C  4.98047  -2.46022  1.41054
H  9.23656  0.35160  4.18178
H  1.83093  6.73169  -3.37351
H  0.30450  5.66843  0.11153
H  -1.26467  3.77830  0.09354
H  -3.00899  -5.96221  2.60623
H  -6.86436  -6.19741  -2.77155
H  -5.41425  8.79974  -3.61381
H  1.19384  -1.60646  -3.18421
H  -0.86672  -5.44269  3.75387
H  4.49297  -5.53643  -0.08177
H  -4.22983  10.97620  -2.79536
H  -2.33206  6.32290  -2.45129
H  1.93328  -3.83793  -2.73172
H  1.27859  7.81240  -2.04549
H  -0.33387  2.55889  -2.26583
H  1.73114  -5.88153  -4.13365
H  -0.21546  8.77591  -3.57445
H  -3.41559  4.07503  -1.06738
H  -1.61997  7.09306  -6.04089
H  4.98737  -2.13164  3.57056
H  5.09429  -0.30215  -1.73355
H  0.08104  -0.19576  -1.46596
H  -2.46559  3.21132  -2.33450
H  -5.00742  -6.12602  1.89231
H  -5.42462  5.73493  -1.45202
H  -2.79239  10.93311  -0.64474
H  -2.70523  -6.35780  7.60293
H  -1.10148  7.23007  -3.80487
H  -2.23895  5.05284  -3.72890
H  -4.85018  -6.87837  6.45583
H  -2.22245  -6.64811  -2.45378
H  -2.53698  8.75530  0.70710
H  -6.99911  -7.52295  1.38522
H  -2.02324  -4.60338  -1.05015
H  9.06399  -1.02571  8.31826
H  4.91138  -3.15492  -0.66701
H  4.57037  -4.50786  4.15933
H  -3.71830  6.62350  -0.09598
H  7.24229  -1.03165  3.63820
H  1.02770  4.45109  -3.44126
H  3.98154  1.10952  -0.01547
H  -4.86999  -4.79989  -2.26052
H  -1.21025  6.41351  -0.50945
H  7.06917  -2.40956  7.77469
H  0.77510  3.29971  -0.97863

=====

Record 2
A structure of composition C52H48BNNiO3P2S, computed with ωB97M-V/def2-TZVPD.

Values from the calculation:
E, a.u.: -4905.0591
ΔE to the lowest compared entry with this formula, charge and spin, kJ/mol: 0.0
Total charge: 0

Element x y z (Å)
Ni  -0.37419  0.22099  0.16785
S  1.56059  1.42634  -0.34382
P  -1.98578  1.54027  -0.19073
P  -0.48378  -1.59737  -0.86372
O  -3.28382  -1.27744  0.12586
O  3.32662  -0.07907  1.25915
O  3.66606  -0.31537  -0.99566
N  0.17481  0.56102  2.15627
C  -0.55081  -4.44453  -0.39505
C  -4.46360  -1.99640  -1.85233
C  -0.21756  0.50572  4.51672
C  4.64032  -1.18507  -0.36064
C  1.83149  3.48653  3.72733
C  2.39028  4.06769  2.62718
C  -0.06754  -3.19002  -0.03239
C  -2.03789  -2.60487  -3.03193
C  -6.01955  1.79564  0.62920
C  0.50916  1.63619  4.71769
C  -0.98024  3.02286  -2.34507
C  1.50533  -0.42433  -4.22289
C  -2.03623  2.22977  -1.88871
C  -4.73878  2.07914  0.19188
C  -5.42128  -0.51687  0.84612
C  -2.19587  3.74031  3.22754
C  0.68036  -0.49331  -3.11355
C  -1.31133  -1.16491  2.98261
C  1.18858  -4.22986  1.75595
C  0.70781  -5.47668  1.37844
C  1.47548  -2.70594  -2.64819
C  -6.35159  0.49607  0.99171
C  -2.23109  2.74046  2.27264
C  -3.76619  1.08363  0.06718
C  -1.78257  4.34017  0.55156
C  4.75884  -1.78032  2.16698
C  5.96287  -1.00480  -1.08346
C  4.15478  -2.61628  -0.51962
C  2.31220  -2.63423  -3.75627
C  4.63523  -0.68610  1.12458
C  -2.03512  -2.05216  -1.74993
C  2.32956  -1.49576  -4.54550
C  -1.93417  5.05177  2.84956
C  2.29273  3.43401  1.37248
C  0.79333  -3.09722  1.06019
C  -1.73382  5.34639  1.51098
C  -2.89221  2.16082  -4.15054
C  1.60995  2.25746  1.23448
C  -2.98589  1.79878  -2.81338
C  -3.21637  -2.85147  -3.71698
C  0.95437  1.67191  2.34812
C  0.65669  -1.63638  -2.31017
C  -2.01835  3.02015  0.91991
C  -0.16591  -5.58035  0.30481
C  -4.43038  -2.53861  -3.12594
C  -1.85002  2.96449  -4.58553
C  -3.27451  -1.76550  -1.17159
C  1.11032  2.27655  3.60977
C  -0.89389  3.39757  -3.67560
C  -0.40147  0.00441  3.20316
C  5.64766  0.41960  1.39259
C  -4.15724  -0.22599  0.34697
B  2.91082  0.23899  -0.00531
H  2.77799  3.86685  0.50732
H  3.96666  -2.51989  2.06347
H  5.85183  -1.34237  -2.11361
H  -1.09268  -2.82264  -3.51243
H  4.85340  -3.31807  -0.06268
H  -3.63631  1.80779  -4.85343
H  4.07703  -2.84194  -1.58195
H  -1.23590  -4.53725  -1.22897
H  -5.65719  -1.54330  1.09582
H  -0.06898  4.01659  -4.00577
H  1.00421  -6.36289  1.92458
H  -5.35844  -2.71874  -3.65272
H  -1.63891  -1.18954  1.94286
H  4.68854  -1.33657  3.16004
H  6.74292  -1.60214  -0.60757
H  1.86022  -4.14065  2.60177
H  -0.55111  -6.54891  0.01187
H  -0.68932  -0.01231  5.34100
H  -2.44317  1.71980  2.57359
H  -1.64342  4.60045  -0.48903
H  -6.75054  2.58870  0.71361
H  5.53086  1.23617  0.67863
H  -0.79798  -2.10350  3.20497
H  3.17126  -2.75706  -0.07450
H  1.46735  -3.60464  -2.04376
H  5.47367  0.81638  2.39288
H  -0.20571  3.33603  -1.65888
H  0.04593  0.34982  -2.85784
H  -3.18395  -3.27362  -4.71260
H  -3.79993  1.16006  -2.49200
H  -5.40978  -1.74918  -1.38989
H  -1.77748  3.24732  -5.62761
H  1.14126  -2.11204  1.36494
H  1.50772  0.47022  -4.83318
H  2.98116  -1.44146  -5.40837
H  0.63122  2.05915  5.70776
H  -7.33884  0.27071  1.37308
H  1.91818  3.94767  4.70384
H  5.72374  -2.28306  2.08134
H  6.67090  0.04816  1.33585
H  2.94851  -3.47561  -4.00334
H  6.27454  0.03715  -1.09818
H  -1.89469  5.83716  3.59317
H  -4.46617  3.10358  -0.03282
H  -2.36727  3.49629  4.26903
H  -2.17969  -1.09820  3.64046
H  2.92588  5.00377  2.71254
H  -1.54474  6.36733  1.20378

=====

Record 3
A structure of composition C52H49AsFeN6OTe at a distorted geometry, computed with ωB97M-V/def2-TZVPD.

Values from the calculation:
E, a.u.: -6181.9605
Total charge: +1
Spin multiplicity: 6

Element x y z (Å)
Te  -2.39918  0.53744  -0.09013
As  3.62811  -0.86544  0.52864
Fe  2.00878  1.65299  -0.32911
O  -1.04888  -0.04997  1.65163
N  3.82499  1.96127  -1.30151
N  2.32338  3.68305  -0.19301
N  0.69633  0.88429  0.53334
N  -2.05269  3.80761  -1.85448
N  1.32577  4.57338  0.16964
N  0.16607  3.32906  -1.37353
C  5.61471  3.46018  -1.69370
C  -1.23424  5.77426  1.12165
C  4.36635  3.18179  -1.20938
C  1.43231  -2.75976  -0.14424
C  3.99320  -1.81495  5.08854
C  5.08084  -2.62904  -1.06273
C  -2.93050  -2.43582  0.16585
C  3.68773  -3.11853  -1.05561
C  6.56030  -0.98819  0.00163
C  -3.46789  6.29869  0.41449
C  -4.05292  1.70209  2.52785
C  7.64862  -1.46130  -0.72690
C  -8.72683  0.59267  1.11229
C  -3.38162  5.36241  -0.60289
C  -3.42929  -2.22142  1.56664
C  -1.84859  -1.77651  -1.93637
C  5.29234  -1.52584  -0.21358
C  -4.51947  0.54897  0.26863
C  -1.10203  -0.77693  -2.81583
C  3.28078  -2.51953  2.90127
C  -2.16830  4.66610  -0.75661
C  -4.99036  -0.56100  -2.05323
C  -0.89387  3.15511  -2.09361
C  -4.96092  1.14869  1.46015
C  4.46719  0.96722  -1.90047
C  -1.04729  4.87219  0.04270
C  6.16169  -3.05772  -1.83095
C  5.74149  1.16039  -2.42957
C  -6.76286  0.08940  -0.41456
C  1.93989  -4.67727  -1.50027
C  3.46138  4.16762  -0.59594
C  -6.33110  1.16063  1.67063
C  1.04095  -3.93496  -0.76014
C  -2.32788  -1.47156  -0.65224
C  4.49215  -0.63381  4.55657
C  0.18412  4.22396  -0.35766
C  -7.25856  0.62139  0.79446
C  -2.00934  -3.09022  -2.35483
C  0.73653  0.54184  2.94258
C  -2.96212  -5.45034  -2.21398
C  4.41667  -0.41167  3.19609
C  6.32105  2.42231  -2.31065
C  3.81568  -1.35665  2.37387
C  2.78991  -2.41560  -0.23419
C  -3.09845  -3.71914  -0.33735
C  -5.38830  0.04812  -0.69741
C  3.19978  -4.23457  -1.74290
C  0.14590  0.46077  1.57373
C  7.41217  -2.46346  -1.62907
C  3.44141  -2.78417  4.27014
C  -2.41259  6.49849  1.28309
C  -2.71933  -4.03848  -1.64731
H  6.67993  -0.17803  0.71547
H  -2.74046  -1.60281  2.10301
H  3.85514  -4.84312  -2.37983
H  0.72328  -2.17446  0.40498
H  -3.52137  2.59395  2.19654
H  -3.49705  -3.18190  2.06779
H  2.80714  -3.23264  2.23885
H  -0.89213  2.42605  -2.90796
H  -3.51358  -5.34871  -3.15711
H  -7.45139  -0.27120  -1.14087
H  -2.50500  7.16269  2.15699
H  4.08582  -2.01232  6.14422
H  -2.87171  3.62696  -2.36985
H  -2.02948  -5.98783  -2.44058
H  -0.43385  -0.17938  -2.22617
H  1.61212  -5.60496  -1.95669
H  -4.37882  6.86424  0.59313
H  0.01850  -4.27771  -0.61539
H  3.15948  -3.75054  4.66725
H  4.73192  0.55387  2.77986
H  0.04257  1.00508  3.61657
H  -0.48961  -1.29350  -3.53657
H  6.08071  -3.82333  -2.53866
H  -6.61864  1.66993  2.59056
H  -8.90761  0.61514  2.19697
H  4.01489  -0.02086  -1.99273
H  -3.57565  -4.47103  0.30671
H  -4.23753  5.19896  -1.22042
H  3.70821  5.24429  -0.60346
H  -4.41407  -1.74514  1.59290
H  -1.65838  -3.37202  -3.32472
H  8.66459  -1.06857  -0.57744
H  -3.27567  1.02929  2.83114
H  -9.24677  1.46831  0.66523
H  5.98479  4.44843  -1.63551
H  7.28894  2.62340  -2.73150
H  0.91549  -0.42407  3.40299
H  -5.80958  -0.35813  -2.76047
H  -4.63611  1.97918  3.43242
H  -0.42072  5.97656  1.79299
H  1.66281  1.11988  2.93346
H  -4.08133  -0.16641  -2.46530
H  6.27804  0.32794  -2.90649
H  8.23990  -2.85011  -2.19417
H  -9.21796  -0.33591  0.76748
H  -4.90013  -1.64661  -1.97336
H  4.94411  0.09839  5.21373
H  -1.78218  -0.08794  -3.33989
H  -3.56471  -6.03388  -1.51628

=====

Record 4
A structure of composition C52H51N2O4P3PdSSe2, computed with ωB97M-V/def2-TZVPD.

Values from the calculation:
E, a.u.: -8774.1609
Total charge: +4
Spin multiplicity: 5

Element x y z (Å)
Pd  -0.38938  -0.25727  -0.22956
Se  -1.29805  -2.75388  -3.77340
Se  1.03785  -2.46429  -3.45773
S  -0.55624  1.64272  1.46148
P  2.15117  -0.23457  2.26422
P  -1.88373  -1.56615  1.05239
P  -1.90336  1.41899  -1.56252
O  0.77358  -0.57479  2.91475
O  -1.59602  -2.91720  1.82985
O  -0.85824  1.59408  2.88344
O  -2.50197  -0.63808  2.15585
N  1.12707  0.12013  -2.11737
N  -2.55555  -1.48166  -1.55138
C  -0.86484  -5.17315  2.21739
C  2.21191  1.45393  1.60594
C  0.64621  -1.95244  4.92311
C  -1.47584  -4.23570  1.21064
C  1.65742  -2.66005  1.08298
C  -3.66505  -1.04937  2.97232
C  2.63609  4.05231  0.62460
C  -3.25299  -1.26318  4.40254
C  -3.64242  -0.72530  -2.24577
C  5.46507  -0.85764  5.28966
C  3.23683  -1.22856  -0.06701
C  -5.94461  0.68736  -1.18193
C  2.89997  1.66022  -2.66098
C  5.22570  -1.82887  4.32451
C  4.73407  0.32665  5.29929
C  2.01605  -3.71486  0.25421
C  -0.01010  3.57634  -4.42426
C  3.71582  3.24503  0.92963
C  2.25882  -1.40582  0.91932
C  -4.93786  -1.49719  -1.81169
C  3.62141  -2.29806  -0.85663
C  -1.35507  1.93953  -5.57069
C  3.75837  0.54138  4.34313
C  -6.07700  -0.62053  -1.39919
C  0.47995  -0.56276  4.37517
C  -4.63932  1.32558  -1.26202
C  3.51107  -0.43900  3.37282
C  3.01416  -3.54075  -0.69750
C  -0.44336  3.08361  -3.20652
C  -4.46499  -2.43424  -0.60100
C  -1.79920  1.44714  -4.35265
C  -1.84267  4.01553  1.61071
C  -2.73724  4.00633  -1.02412
C  1.75054  1.28660  -1.96590
C  -1.33937  2.00736  -3.15912
C  1.67980  -0.73506  -2.98482
C  1.34108  3.56717  0.79294
C  -1.56690  2.94106  0.77406
C  -2.27295  -2.70553  -2.18620
C  -2.92375  -3.89361  -1.82726
C  4.24649  -1.62819  3.36585
C  -2.56240  5.09297  1.11706
C  3.49851  1.96528  1.42892
C  -3.55294  0.69706  -1.74455
C  -0.45736  2.99779  -5.60803
C  -4.06310  -3.79281  -1.06859
C  2.83966  -0.46525  -3.70929
C  -3.20867  -1.64574  -0.22412
C  -2.98846  5.09861  -0.20702
C  -2.04633  2.89485  -0.53092
C  3.45736  0.77007  -3.55397
C  1.12419  2.28111  1.26358
H  2.78617  5.06564  0.27600
H  -2.58995  -4.84149  -2.22886
H  3.32965  2.63791  -2.48980
H  0.00765  -2.65714  4.38734
H  -0.13512  3.57518  -2.28976
H  -4.12445  -1.55788  4.98758
H  -7.03916  -1.10241  -1.26992
H  -5.27243  -2.12655  -2.63664
H  0.34424  -1.95833  5.97130
H  -1.73111  1.51601  -6.49214
H  -4.09516  -1.95195  2.53209
H  -0.85713  -6.18556  1.81283
H  -5.22493  -2.46836  0.17604
H  -3.09402  4.00770  -2.04730
H  -1.48882  4.00722  2.63389
H  -4.68229  -4.65700  -0.86630
H  1.13570  0.16491  4.84884
H  -3.47996  -0.79145  -3.32132
H  1.68210  -2.28883  4.87336
H  -0.87681  -4.14045  0.30036
H  -3.56938  -0.63926  0.02376
H  4.35747  1.36859  1.71077
H  0.15937  -4.89928  2.47270
H  -6.79284  1.28957  -0.88691
H  -2.77684  5.93399  1.76278
H  1.31828  1.97145  -1.24917
H  4.93008  1.08083  6.04898
H  -2.86394  -0.33922  4.82838
H  0.65407  4.42985  -4.45984
H  3.20098  1.47165  4.34864
H  4.34714  1.01199  -4.12021
H  1.57151  -4.69154  0.39743
H  3.73408  -0.27195  -0.18164
H  -4.56305  2.33068  -0.86828
H  -2.53782  0.65743  -4.34720
H  4.72855  3.60824  0.81631
H  -1.45800  -5.18662  3.13103
H  0.50580  4.21214  0.55879
H  -0.12682  3.39278  -6.55935
H  -3.53318  5.94744  -0.59874
H  4.07212  -2.39035  2.61654
H  5.80597  -2.74126  4.31827
H  3.34702  -4.38416  -1.28959
H  -2.50677  -2.05358  4.48136
H  3.25210  -1.19608  -4.39440
H  -2.47917  -4.56031  0.93653
H  -4.37647  -0.23226  2.87186
H  6.22989  -1.02025  6.03733
H  -0.53920  -0.19925  4.41761
H  4.42096  -2.17729  -1.57597
H  0.93989  -2.79895  1.88217